1.
Formula: C4H5NO
Source: OMol25
Level of theory: wB97M-V/def2-TZVPD

Calculated values
Total energy (eV): -7762.142
LUMO level (eV): 0.736
Energy relative to the best compared isomer or geometry (same formula, charge and spin) (kJ/mol): 423.07

Element x y z (Å)
N  -2.74825  0.20815  0.30481
C  -1.70739  -0.03961  -0.13262
C  -0.37121  -0.31663  -0.70266
C  0.62178  0.70570  -0.19251
C  0.82931  -0.66537  0.89894
O  0.23413  -1.45954  -0.11534
H  -0.44226  -0.43146  -1.77908
H  1.44428  0.89471  -0.91873
H  0.29958  1.64693  0.24587
H  1.70636  -0.07695  0.68050
H  0.13366  -0.46593  1.71083

2.
Formula: C42H25F19GeN2OPdS2
Source: OMol25
Level of theory: wB97M-V/def2-TZVPD

Calculated values
Total energy (eV): -182282.189
Spin multiplicity: 3
LUMO level (spin up / spin down) (eV): 0.036 / -1.115
<S²>: 2.01

Element x y z (Å)
Pd  -0.75039  0.00955  -0.75174
C  0.53253  -1.19176  -3.31828
N  0.96405  -0.83405  -1.96424
C  2.11838  0.07020  -2.01777
C  1.25072  -2.04333  -1.17860
C  1.46495  -1.73783  0.29059
N  0.31557  -1.01116  0.82307
C  0.40781  -0.38960  2.04133
C  -0.60418  0.49928  2.46938
F  -1.62205  0.78081  1.63662
C  -0.62506  1.09905  3.70029
F  -1.65505  1.89930  4.00623
C  0.37538  0.88963  4.62347
C  1.38455  0.03815  4.24273
F  2.38665  -0.21242  5.09132
C  1.41002  -0.58219  3.01148
F  2.42941  -1.43271  2.78161
H  1.30645  -1.77538  -3.83279
H  0.35293  -0.28364  -3.89117
H  -0.38553  -1.77397  -3.27125
H  2.97199  -0.43334  -2.48646
H  2.39440  0.39121  -1.01790
H  1.85716  0.95460  -2.59201
H  2.14226  -2.54589  -1.57527
H  0.39719  -2.71234  -1.28613
H  2.40418  -1.19883  0.42550
H  1.58059  -2.69963  0.79966
H  0.36677  1.37285  5.58945
O  -2.05564  -1.90882  -1.06956
S  -2.56062  -3.32282  -1.00896
C  -2.24625  -3.97603  0.67730
C  -3.16105  -3.53650  1.78061
C  -4.10637  -4.40089  2.32716
C  -4.91797  -3.97977  3.37441
C  -4.78577  -2.69394  3.88460
C  -3.85607  -1.82209  3.32968
C  -3.05479  -2.24332  2.27948
C  -4.42249  -3.25726  -1.02926
C  -4.99818  -1.88342  -0.82547
C  -5.72763  -1.58880  0.32210
C  -6.24252  -0.31504  0.52339
C  -6.03282  0.67746  -0.42530
C  -5.31677  0.38827  -1.58269
C  -4.80199  -0.88410  -1.78016
H  -1.22554  -3.62639  0.85511
H  -2.24755  -5.05999  0.54557
H  -4.20090  -5.41372  1.94443
H  -5.64647  -4.66157  3.79874
H  -5.40550  -2.37433  4.71409
H  -3.75372  -0.81160  3.71179
H  -2.34425  -1.57483  1.82182
H  -4.75745  -3.95769  -0.26540
H  -4.67484  -3.64826  -2.01361
H  -5.89302  -2.36741  1.06322
H  -6.80489  -0.09542  1.42546
H  -6.44446  1.67028  -0.27295
H  -5.18189  1.15396  -2.33888
H  -4.25542  -1.11079  -2.68987
F  -2.53694  4.85569  -4.59814
C  -2.63389  3.52481  -4.70578
C  -2.23467  2.69681  -3.66626
C  -2.46881  1.34873  -3.85710
F  -2.21218  0.45943  -2.88157
C  -3.00832  0.82500  -5.01351
F  -3.18741  -0.49115  -5.15142
C  -3.36663  1.68155  -6.03085
F  -3.88233  1.20142  -7.15439
C  -3.19812  3.04250  -5.86928
F  -3.58950  3.87226  -6.83268
Ge  -1.44187  3.45286  -1.98230
S  -0.11644  2.30954  -0.74583
C  -0.32925  4.90776  -2.76196
C  -0.41623  6.26508  -2.50074
F  -1.28350  6.74507  -1.60025
C  0.35491  7.19637  -3.17045
F  0.23902  8.49679  -2.90280
C  1.24989  6.77599  -4.13102
F  1.99213  7.66361  -4.78105
C  1.37627  5.43106  -4.41382
F  2.24151  5.02650  -5.34137
C  0.59529  4.52850  -3.72475
F  0.75188  3.22907  -4.03505
C  -2.99877  4.28446  -1.05565
C  -4.32455  4.32926  -1.45990
F  -4.75548  3.72243  -2.57353
C  -5.29555  4.99348  -0.73212
F  -6.56181  5.00631  -1.14874
C  -4.95469  5.63371  0.43962
F  -5.87770  6.28222  1.13327
C  -3.65128  5.59285  0.89162
F  -3.32540  6.20715  2.02745
C  -2.70839  4.92052  0.14692
F  -1.45551  4.91173  0.61144

3.
Formula: C3H5N2
Source: OMol25
Level of theory: wB97M-V/def2-TZVPD

Calculated values
Total energy (eV): -6160.902
LUMO level (eV): -5.030
Structure (SMILES): N[C@]12CC1=[NH+]2
Energy relative to the best compared isomer or geometry (same formula, charge and spin) (kJ/mol): 481.48
Net charge: +1

Element x y z (Å)
C  0.60241  1.09832  -0.08353
C  1.29825  0.02936  0.63348
C  -0.17489  -0.11657  -0.37721
N  0.93824  -0.96470  -0.19121
N  -1.26765  -0.34793  0.19588
H  -0.08925  1.73224  0.44300
H  1.18552  1.60610  -0.98425
H  1.16601  -1.96017  -0.15272
H  -1.51685  -1.34915  0.46982
H  -2.14179  0.27250  0.04675

4.
Formula: C10H15N3
Source: OMol25
Level of theory: wB97M-V/def2-TZVPD

Calculated values
Total energy (eV): -15059.394
LUMO level (spin up / spin down) (eV): -9.042 / -9.987
Energy relative to the best compared isomer or geometry (same formula, charge and spin) (kJ/mol): 594.81
Net charge: +2

Element x y z (Å)
C  -0.86917  1.53862  3.89686
C  0.43493  1.10520  3.99642
C  -1.17310  1.59205  2.48940
C  0.91911  0.77023  2.74897
C  -2.06467  -1.45647  -2.13711
C  -1.40402  -0.26847  -0.09915
C  -1.34836  -1.16997  -3.36914
C  -0.38502  -0.37284  -2.47445
C  2.20976  0.20222  2.39836
C  1.08670  -0.56237  -2.21058
N  -0.10623  1.01909  1.83178
N  -1.24960  -0.64950  -1.36883
N  0.08713  0.77385  0.55276
H  -1.39809  1.82195  4.84085
H  0.95680  1.01606  5.02931
H  -2.08870  1.68261  1.97091
H  -3.00616  -1.89628  -2.01352
H  -1.91821  -0.62523  0.70275
H  -0.87556  -1.96575  -3.94551
H  -1.99312  -0.73252  -4.17465
H  -0.48277  0.66523  -2.70289
H  3.01129  0.93471  2.49989
H  2.52419  -0.48987  3.15130
H  2.31607  -0.26188  1.41167
H  1.41071  0.29288  -1.54364
H  1.61323  -0.19086  -3.10284
H  1.48779  -1.48292  -1.87937
H  -0.02783  1.62961  -0.11969

5.
Formula: C5H12O3Ru
Source: OMol25
Level of theory: wB97M-V/def2-TZVPD

Calculated values
Total energy (eV): -14076.701
Spin multiplicity: 7
LUMO level (spin up / spin down) (eV): -10.352 / -12.196
Energy relative to the best compared isomer or geometry (same formula, charge and spin) (kJ/mol): 91.14
Net charge: +2
<S²>: 12.01

Element x y z (Å)
C  -2.59458  0.74582  -1.20946
H  -3.29333  -0.09770  -1.15190
H  -2.42767  1.00352  -2.25965
H  -2.96381  1.62378  -0.66276
O  -1.33444  0.34631  -0.66453
C  -1.28014  0.25290  0.71716
H  -1.43379  1.24753  1.16332
H  -1.94749  -0.53181  1.09680
O  1.28249  -1.04777  -1.73490
C  0.74194  -1.98376  -1.11380
C  0.32334  -0.25315  1.07540
O  1.17172  0.70748  0.45505
C  2.47267  0.80764  1.01830
Ru  0.76265  0.90393  -1.56643
H  1.31541  -2.89763  -0.88101
H  -0.36150  -2.04455  -1.07244
H  0.85093  -1.21542  1.14709
H  0.31553  -0.08353  2.16386
H  2.93150  1.72550  0.63599
H  2.39854  0.86111  2.11267
H  3.07002  -0.07019  0.73126

6.
Formula: C3H4O
Source: OMol25
Level of theory: wB97M-V/def2-TZVPD

Calculated values
Total energy (eV): -5219.538
LUMO level (eV): 0.902
Structure (SMILES): C=C1CO1
Energy relative to the best compared isomer or geometry (same formula, charge and spin) (kJ/mol): 250.75

Element x y z (Å)
O  0.39579  0.62869  0.94384
C  -0.27295  0.16608  -0.15230
C  -0.44915  -0.66256  0.98639
C  0.14231  0.66760  -1.32544
H  0.98104  1.38881  -1.04672
H  0.14610  -1.56833  1.11422
H  -1.35928  -0.57765  1.58627
H  0.41613  -0.04264  -2.10627

What did the fourth record say?
Formula: C10H15N3
Source: OMol25
Level of theory: wB97M-V/def2-TZVPD

Calculated values
Total energy (eV): -15059.394
LUMO level (spin up / spin down) (eV): -9.042 / -9.987
Energy relative to the best compared isomer or geometry (same formula, charge and spin) (kJ/mol): 594.81
Net charge: +2

Element x y z (Å)
C  -0.86917  1.53862  3.89686
C  0.43493  1.10520  3.99642
C  -1.17310  1.59205  2.48940
C  0.91911  0.77023  2.74897
C  -2.06467  -1.45647  -2.13711
C  -1.40402  -0.26847  -0.09915
C  -1.34836  -1.16997  -3.36914
C  -0.38502  -0.37284  -2.47445
C  2.20976  0.20222  2.39836
C  1.08670  -0.56237  -2.21058
N  -0.10623  1.01909  1.83178
N  -1.24960  -0.64950  -1.36883
N  0.08713  0.77385  0.55276
H  -1.39809  1.82195  4.84085
H  0.95680  1.01606  5.02931
H  -2.08870  1.68261  1.97091
H  -3.00616  -1.89628  -2.01352
H  -1.91821  -0.62523  0.70275
H  -0.87556  -1.96575  -3.94551
H  -1.99312  -0.73252  -4.17465
H  -0.48277  0.66523  -2.70289
H  3.01129  0.93471  2.49989
H  2.52419  -0.48987  3.15130
H  2.31607  -0.26188  1.41167
H  1.41071  0.29288  -1.54364
H  1.61323  -0.19086  -3.10284
H  1.48779  -1.48292  -1.87937
H  -0.02783  1.62961  -0.11969